A molecular structure, C3H6NO. Source: the Open Molecules 2025 dataset; level of theory: wB97M-V/def2-TZVPD.

net charge = +1
DFT total energy = -6733.889 eV
multiplicity = 1
ΔE to the lowest compared entry with this formula, charge and spin = 94.28 kcal/mol
gap between HOMO and LUMO = 9.81 eV
M = 72.1 g/mol
E_LUMO = -4.47 eV
HOMO = -14.28 eV

Last column: Löwdin charge in e.
Cartesian coordinates (Å):
C 0.284 0.724 -1.063  0.0158
C -0.980 0.487 -1.351  -0.0750
C 0.092 -0.368 -0.034  -0.3588
N 0.394 -0.254 1.382  0.2451
O -1.241 -0.452 -0.397  0.0090
H 1.126 1.457 -1.384  0.1564
H -1.658 0.937 -2.057  0.1486
H 0.706 -1.908 -0.342  0.2973
H -0.058 0.649 1.812  0.2449
H 1.407 -0.344 1.575  0.1984
H -0.073 -0.930 1.859  0.1183

Cartesian forces (eV/Å) of the 3 atoms listed first:
3.0 1.3 0.3
0.1 1.8 -1.1
3.0 -4.2 -2.7

---

2 unconnected molecules or ions with the total composition C3H6NO2. Source: the Open Molecules 2025 dataset; level of theory: wB97M-V/def2-TZVPD.

net charge = -1
DFT total energy = -8792.656 eV
multiplicity = 1
ΔE to the lowest compared entry with this formula, charge and spin = 59.06 kcal/mol
gap between HOMO and LUMO = 7.92 eV
M = 88.1 g/mol
E_LUMO = 3.80 eV
HOMO = -4.12 eV

Last column: Löwdin charge in e.
Cartesian coordinates (Å):
C 3.135 -0.168 -0.802  -0.1993
C 1.092 -1.278 -0.427  -0.0383
N 2.306 -1.262 -0.884  -0.1462
H 3.576 -0.159 0.196  0.0904
H 3.919 -0.076 -1.516  0.0604
H 2.482 0.597 -0.842  0.0315
H 0.536 -2.179 0.003  0.0894
H 0.673 -0.271 -0.254  0.0409
O -1.305 0.194 0.656  -0.2257
C -2.534 0.633 0.815  -0.6082
O -2.976 1.809 0.615  -0.1675
H -3.239 -0.217 0.920  0.0728

Cartesian forces (eV/Å) of the 3 atoms listed first:
0.8 -0.1 0.9
2.1 1.6 0.1
-2.2 -5.7 1.0

---

A gas-phase ion, C3H6NO2 (charge -1). Source: the Open Molecules 2025 dataset; level of theory: wB97M-V/def2-TZVPD.

net charge = -1
DFT total energy = -8793.961 eV
multiplicity = 1
ΔE to the lowest compared entry with this formula, charge and spin = 28.96 kcal/mol
gap between HOMO and LUMO = 7.33 eV
SMILES = CC(=O)NC[O-]
M = 88.1 g/mol
E_LUMO = 4.18 eV
HOMO = -3.15 eV

Last column: Löwdin charge in e.
Cartesian coordinates (Å):
C -1.563 0.249 -1.071  -0.0306
C -0.761 0.707 0.136  -0.6170
O -1.300 1.406 0.999  -0.0431
N 0.527 0.346 0.145  0.0669
C 1.097 -1.088 -0.307  -0.5287
O 2.130 -1.392 0.411  -0.2905
H -2.617 0.316 -0.834  0.0635
H -1.292 -0.772 -1.333  0.0502
H -1.328 0.845 -1.955  0.0718
H 0.968 0.519 1.045  0.1073
H 0.206 -1.753 -0.161  0.0757
H 1.281 -0.961 -1.396  0.0746

Cartesian forces (eV/Å) of the 3 atoms listed first:
0.3 -0.3 0.0
-0.1 0.2 -0.2
-0.1 0.1 0.0

---

2 unconnected molecules or ions with the total composition C3H6NO2. Source: the Open Molecules 2025 dataset; level of theory: wB97M-V/def2-TZVPD.

net charge = -1
DFT total energy = -8790.181 eV
multiplicity = 1
ΔE to the lowest compared entry with this formula, charge and spin = 116.12 kcal/mol
gap between HOMO and LUMO = 7.03 eV
M = 88.1 g/mol
E_LUMO = 4.15 eV
HOMO = -2.87 eV

Last column: Löwdin charge in e.
Cartesian coordinates (Å):
C 0.055 0.780 0.630  -0.0553
C -1.495 -0.804 -0.598  -0.1381
C -1.128 0.506 0.078  -0.2667
N 2.582 -0.246 0.367  -0.3810
O 3.426 -1.076 -0.082  -0.2199
O 2.336 0.918 -0.097  -0.2324
H 0.719 0.059 0.760  -0.0475
H -2.045 -1.330 0.152  0.0389
H -0.546 -1.305 -0.882  0.0763
H -2.146 -0.519 -1.514  0.0825
H -1.891 1.315 -0.032  0.0752
H 0.132 1.701 1.218  0.0679

Cartesian forces (eV/Å) of the 3 atoms listed first:
-4.8 2.6 0.8
0.3 1.8 -1.3
-0.2 1.1 -0.8

---

A gas-phase ion, C3H6NO2 (charge -1). Source: the Open Molecules 2025 dataset; level of theory: wB97M-V/def2-TZVPD.

net charge = -1
DFT total energy = -8793.806 eV
multiplicity = 1
ΔE to the lowest compared entry with this formula, charge and spin = 32.54 kcal/mol
gap between HOMO and LUMO = 7.15 eV
SMILES = CC(=O)NC[O-]
M = 88.1 g/mol
E_LUMO = 4.25 eV
HOMO = -2.89 eV

Last column: Löwdin charge in e.
Cartesian coordinates (Å):
C -0.611 -1.436 0.015  -0.0276
C 0.762 -0.784 0.085  -0.5830
O 1.758 -1.504 0.182  -0.0423
N 0.815 0.556 0.165  0.0669
C -0.219 1.620 -0.208  -0.5706
O -0.179 2.026 -1.439  -0.2919
H -0.481 -2.430 0.436  0.0643
H -1.415 -0.866 0.471  0.0514
H -0.909 -1.599 -1.022  0.0763
H 1.684 0.859 0.581  0.1134
H -0.025 2.397 0.586  0.0752
H -1.180 1.161 0.149  0.0679

Cartesian forces (eV/Å) of the 3 atoms listed first:
0.1 -0.3 -0.8
-0.5 0.4 0.4
0.2 -0.1 0.1

---

A molecular structure, C3H6NO2. Source: the Open Molecules 2025 dataset; level of theory: wB97M-V/def2-TZVPD.

net charge = 0
DFT total energy = -8789.232 eV
multiplicity = 2
ΔE to the lowest compared entry with this formula, charge and spin = 60.05 kcal/mol
gap between HOMO and LUMO (spin up / spin down) = 10.06 / 6.11 eV
expectation value of S² = 0.756
M = 88.1 g/mol
E_LUMO (spin up / spin down) = 0.72 / -3.21 eV
HOMO (spin up / spin down) = -9.34 / -9.32 eV

Last column: Löwdin spin population.
Cartesian coordinates (Å):
O -0.003 -1.684 0.885  0.0039
C -0.649 -0.826 0.272  0.0049
N -0.197 0.291 -0.199  0.0339
C 1.493 1.117 -0.181  0.1207
O 1.641 2.342 -0.557  0.7220
C -2.086 -1.245 -0.198  0.0026
H -0.659 1.159 -0.139  0.0003
H 1.638 1.062 0.881  0.0718
H 2.005 0.224 -0.690  0.0394
H -2.101 -1.070 -1.249  0.0001
H -2.880 -0.686 0.458  0.0002
H -2.272 -2.267 0.157  0.0003

Cartesian forces (eV/Å) of the 3 atoms listed first:
0.1 1.0 -0.4
-1.2 -4.5 1.3
4.2 5.1 -1.3

---

A molecular structure, C3H6NO2. Source: the Open Molecules 2025 dataset; level of theory: wB97M-V/def2-TZVPD.

net charge = +1
DFT total energy = -8781.415 eV
multiplicity = 1
ΔE to the lowest compared entry with this formula, charge and spin = 105.31 kcal/mol
gap between HOMO and LUMO (spin up / spin down) = 6.78 / 8.03 eV
M = 88.1 g/mol
E_LUMO (spin up / spin down) = -6.70 / -5.83 eV
HOMO (spin up / spin down) = -13.48 / -13.86 eV

Last column: Löwdin charge in e.
Cartesian coordinates (Å):
C 2.112 -0.670 -0.137  0.1407
C 0.497 1.097 0.052  -0.3161
C -0.826 -0.321 0.150  -0.0535
N -1.965 0.377 0.034  0.1124
O 0.170 2.191 -0.055  0.2787
O 1.519 0.337 0.361  0.1134
H 2.554 -1.489 0.450  0.1357
H 2.127 -0.989 -1.156  0.1147
H -0.933 -0.831 1.098  0.1347
H -0.433 -0.918 -0.661  0.1163
H -2.548 0.545 0.753  0.0809
H -2.272 0.669 -0.888  0.1422

Cartesian forces (eV/Å) of the 3 atoms listed first:
0.4 -2.0 -0.1
-4.0 -3.1 0.3
-0.7 1.9 0.8

---

A molecular structure, C3H6NO2S. Source: the Open Molecules 2025 dataset; level of theory: wB97M-V/def2-TZVPD.

net charge = -1
DFT total energy = -19629.129 eV
multiplicity = 1
ΔE to the lowest compared entry with this formula, charge and spin = 32.27 kcal/mol
gap between HOMO and LUMO = 7.18 eV
M = 120.2 g/mol
E_LUMO = 3.69 eV
HOMO = -3.48 eV

Last column: Löwdin charge in e.
Cartesian coordinates (Å):
C -1.626 -0.569 -0.403  -0.6299
C 0.217 1.463 -0.383  -0.1607
C 0.685 -0.396 0.942  -0.6466
N -0.215 0.356 0.426  -0.2049
O -1.671 -1.653 0.107  0.0075
O -2.184 0.162 -1.155  0.0381
S 1.654 -1.531 -0.304  0.5286
H 1.335 1.659 -0.518  0.0863
H -0.285 1.256 -1.323  0.0570
H -0.129 2.395 0.022  0.0469
H 1.525 -0.001 1.414  0.0202
H 0.244 -1.134 1.675  0.0882
H 0.451 -2.006 -0.500  -0.2307

Cartesian forces (eV/Å) of the 3 atoms listed first:
1.5 0.8 1.9
0.7 0.0 -0.5
1.3 -4.3 2.7

---

A gas-phase ion, C3H6NO3S (charge -1). Source: the Open Molecules 2025 dataset; level of theory: wB97M-V/def2-TZVPD.

net charge = -1
DFT total energy = -21677.156 eV
multiplicity = 1
ΔE to the lowest compared entry with this formula, charge and spin = 40.71 kcal/mol
gap between HOMO and LUMO = 7.97 eV
SMILES = C[C@H](O)N(S)C(=O)[O-]
M = 136.2 g/mol
E_LUMO = 3.43 eV
HOMO = -4.54 eV

Last column: Löwdin charge in e.
Cartesian coordinates (Å):
C 0.427 -0.676 -0.943  -0.0752
C -0.584 0.080 -0.005  -0.5189
O -1.179 1.124 -0.716  -0.0327
N 0.143 0.675 1.132  -0.4370
S 1.451 -0.105 1.795  0.7466
C -0.833 1.431 2.232  -0.7320
O -0.511 1.241 3.389  -0.0517
O -1.599 2.237 1.725  -0.0217
H 0.001 -1.747 -1.061  0.0920
H 1.360 -0.530 -0.448  -0.0345
H 0.408 -0.107 -1.919  0.0798
H -1.326 -0.565 0.417  0.1202
H -1.431 1.677 -0.004  0.0098
H 0.933 -1.233 2.326  -0.1446

Cartesian forces (eV/Å) of the 3 atoms listed first:
-3.0 0.1 -0.8
2.2 0.2 -0.5
0.3 -1.3 -1.5

---

A gas-phase ion, C3H6NO5S (charge +1). Source: the Open Molecules 2025 dataset; level of theory: wB97M-V/def2-TZVPD.

net charge = +1
DFT total energy = -25756.239 eV
multiplicity = 3
gap between HOMO and LUMO (spin up / spin down) = 8.83 / 7.11 eV
expectation value of S² = 2.011
M = 168.1 g/mol
E_LUMO (spin up / spin down) = -4.58 / -7.87 eV
HOMO (spin up / spin down) = -13.41 / -14.99 eV

Last column: Löwdin spin population.
Cartesian coordinates (Å):
C 0.752 0.284 0.079  0.0247
C -0.119 2.409 -0.310  0.0033
C -1.615 -1.990 0.853  0.0007
N 2.627 -0.430 -0.808  0.8142
O 1.435 0.471 -0.990  0.2821
O 2.721 -1.230 -1.634  0.8231
O 0.837 -0.804 0.646  0.0263
O -0.736 -0.766 2.993  0.0004
O 0.016 1.260 0.526  0.0218
S -0.196 -1.623 2.028  0.0010
H 0.885 2.807 -0.620  0.0013
H -0.677 3.088 0.311  0.0002
H -0.687 2.020 -1.163  0.0006
H -2.193 -2.797 1.179  0.0001
H -2.336 -1.134 1.048  0.0000
H -1.225 -1.987 -0.195  0.0000

Cartesian forces (eV/Å) of the 3 atoms listed first:
-1.7 1.6 1.5
0.4 0.5 -1.1
0.9 3.4 -0.4

---

A gas-phase ion, C3H6NOS2 (charge -1). Source: the Open Molecules 2025 dataset; level of theory: wB97M-V/def2-TZVPD.

net charge = -1
DFT total energy = -28413.399 eV
multiplicity = 3
ΔE to the lowest compared entry with this formula, charge and spin = 0.00 kcal/mol
gap between HOMO and LUMO (spin up / spin down) = 4.68 / 6.77 eV
expectation value of S² = 2.010
M = 136.2 g/mol
E_LUMO (spin up / spin down) = 3.38 / 3.26 eV
HOMO (spin up / spin down) = -1.30 / -3.51 eV

Last column: Löwdin spin population.
Cartesian coordinates (Å):
C 1.334 0.364 -0.247  0.4544
C -1.272 0.457 -0.673  0.0259
C 0.037 -0.385 -0.357  0.0676
N -0.197 -1.082 0.906  0.3734
O -0.263 -2.426 0.775  0.5845
S 2.759 -0.114 -0.923  0.3879
S 1.338 1.801 0.881  0.0841
H -1.492 0.898 0.412  0.0032
H -2.003 -0.417 -0.983  0.0015
H -1.115 1.278 -1.486  0.0007
H 0.255 -1.208 -1.018  -0.0003
H 0.517 -0.840 1.602  0.0147
H 0.102 1.675 1.111  0.0024

Cartesian forces (eV/Å) of the 3 atoms listed first:
-0.8 1.2 0.4
0.3 -1.0 0.8
0.2 1.4 -0.2

---

2 unconnected molecules or ions with the total composition C3H6NP. Source: the Open Molecules 2025 dataset; level of theory: wB97M-V/def2-TZVPD.

net charge = 0
DFT total energy = -13982.353 eV
multiplicity = 1
ΔE to the lowest compared entry with this formula, charge and spin = 80.14 kcal/mol
gap between HOMO and LUMO (spin up / spin down) = 7.67 / 6.60 eV
M = 87.1 g/mol
E_LUMO (spin up / spin down) = -1.05 / -1.49 eV
HOMO (spin up / spin down) = -8.73 / -8.09 eV

Last column: Löwdin charge in e.
Cartesian coordinates (Å):
C -1.397 0.040 -0.068  -0.4110
C 1.551 0.968 -0.144  -0.5757
C -1.721 -1.271 -0.086  -0.0167
N -1.060 1.146 -0.171  0.0971
P 1.674 -0.785 -0.161  0.7443
H 1.676 1.572 -1.084  0.0388
H 1.879 1.499 0.821  0.0578
H 0.368 1.433 -0.099  0.0217
H -2.062 -1.805 0.883  0.0845
H -2.029 -1.712 -1.093  0.0775
H 1.122 -1.085 1.202  -0.1184

Cartesian forces (eV/Å) of the 3 atoms listed first:
-0.2 -1.2 -0.2
-0.6 2.0 0.8
-1.0 -1.8 0.3

---

no.,largest force on an atom (eV Å⁻¹)
1,5.8
2,6.2
3,0.6
4,5.5
5,0.9
6,6.7
7,5.1
8,5.2
9,3.1
10,3.9
11,3.6
12,2.4